1.
This record from OMol25 describes a molecular structure, C40H42Br2F6IN6O2P2SSe2Sr in a non-equilibrium geometry. The level of theory is ωB97M-V/def2-TZVPD.

Properties
2S+1: 2
E_LUMO (alpha / beta) in eV: 0.25 / -2.69
E_HOMO (alpha / beta) in eV: -8.21 / -8.00
⟨S²⟩: 0.7570
Largest force on an atom in eV Å⁻¹: 7.62
DFT total energy in eV: -380638.0277

```
105
Properties=species:S:1:pos:R:3:forces:R:3:lowdin_spin:R:1
Sr 0.845 -0.448 0.511 -6.85 2.45 2.24 0.003
C 8.566 -1.638 -0.476 -0.07 -0.03 0.05 0.000
C 7.072 -1.806 -0.463 0.00 -0.02 -0.02 0.000
C 6.235 -0.726 -0.194 -0.06 -0.01 -0.01 0.000
C 4.859 -0.880 -0.175 -0.05 0.08 0.05 0.000
C 4.317 -2.133 -0.413 -0.14 -0.04 -0.07 0.000
C 5.128 -3.224 -0.684 -0.10 -0.10 0.01 0.000
C 6.502 -3.055 -0.707 -0.01 0.04 0.01 0.000
S 2.559 -2.329 -0.424 1.31 -1.52 -1.85 0.000
O 2.215 -3.591 -1.024 0.35 -0.08 0.04 0.000
O 2.084 -2.158 0.945 1.44 -1.74 0.42 0.000
N 1.963 -1.097 -1.212 1.57 -1.04 -1.33 0.002
C 2.015 -0.829 -2.543 0.50 -0.38 -1.39 0.010
C 2.806 -1.520 -3.485 -0.11 -0.01 0.53 0.001
C 2.744 -1.150 -4.807 -0.01 0.03 -0.13 0.005
C 1.914 -0.100 -5.199 0.06 0.00 0.03 0.002
C 1.178 0.529 -4.219 -0.03 0.08 0.00 0.007
N 1.220 0.170 -2.938 0.02 -0.11 0.38 0.071
H 8.844 -0.590 -0.572 0.02 0.00 0.00 0.000
H 9.014 -2.196 -1.298 0.03 0.00 0.01 0.000
H 8.990 -2.018 0.456 0.05 0.02 -0.02 0.000
H 6.652 0.253 0.003 0.04 -0.01 -0.01 0.000
H 4.221 -0.028 0.022 0.04 0.00 0.02 0.000
H 4.669 -4.185 -0.881 0.05 0.00 -0.01 0.000
H 7.139 -3.903 -0.923 0.02 0.01 0.00 0.000
H 3.424 -2.335 -3.132 0.06 -0.02 -0.18 0.000
H 3.342 -1.673 -5.543 0.00 -0.01 0.02 0.000
H 1.857 0.225 -6.228 -0.01 -0.01 0.00 0.000
H 0.526 1.371 -4.434 -0.02 -0.06 -0.07 0.000
Se -1.105 -1.156 -1.842 -0.27 -0.23 -0.22 0.649
P -2.900 -0.065 -2.442 -0.90 0.71 -0.35 0.023
Se -2.633 2.033 -2.214 0.16 -0.49 -0.02 0.156
C -4.375 -0.703 -1.570 0.39 -0.12 0.13 0.010
C -4.543 -2.078 -1.435 0.00 0.00 0.03 0.011
C -5.681 -2.575 -0.819 0.04 -0.07 -0.02 0.000
C -6.654 -1.701 -0.350 -0.01 0.04 0.03 0.002
C -6.485 -0.331 -0.488 0.01 -0.04 0.06 0.001
C -5.341 0.170 -1.092 0.10 0.12 -0.01 0.004
C -3.324 -0.537 -4.155 0.28 -0.08 0.17 -0.001
C -4.404 0.117 -4.741 0.00 0.02 0.02 0.000
C -4.823 -0.247 -6.009 0.00 0.03 0.04 0.000
C -4.164 -1.262 -6.692 0.00 -0.02 -0.02 0.000
C -3.082 -1.905 -6.112 -0.04 0.00 -0.07 0.000
C -2.658 -1.544 -4.840 0.02 0.00 0.03 0.001
H -3.782 -2.755 -1.807 -0.03 -0.03 0.00 0.008
H -5.807 -3.644 -0.705 -0.01 0.01 0.00 0.000
H -7.543 -2.092 0.128 0.00 0.00 0.00 0.000
H -7.233 0.353 -0.107 -0.02 -0.02 -0.03 0.000
H -5.181 1.237 -1.194 -0.01 -0.01 0.04 0.003
H -4.901 0.911 -4.196 -0.04 0.01 -0.06 0.001
H -5.664 0.261 -6.463 0.00 -0.01 -0.01 0.000
H -4.498 -1.550 -7.681 0.01 0.01 0.00 0.000
H -2.568 -2.691 -6.650 0.02 0.00 0.01 0.000
H -1.812 -2.041 -4.383 -0.02 0.00 -0.04 0.000
F 2.268 0.588 1.609 2.27 1.36 1.59 0.000
P 3.150 1.565 2.679 -0.10 0.45 0.52 0.000
F 2.010 2.696 2.416 0.10 -0.10 0.06 0.000
F 4.184 0.366 2.868 -0.01 -0.08 -0.07 0.000
F 3.979 2.111 1.425 0.00 -0.03 -0.09 0.000
F 3.919 2.505 3.699 0.01 -0.01 -0.01 0.000
F 2.224 0.947 3.864 0.02 0.03 -0.10 0.000
Br 3.614 4.811 -2.056 0.02 0.05 0.01 0.000
C 2.273 5.325 -0.824 -0.07 -0.23 0.03 0.000
C 2.242 6.651 -0.421 -0.03 0.01 0.03 0.000
C 1.277 7.076 0.477 0.06 0.02 -0.03 0.000
C 0.354 6.172 0.980 -0.08 0.02 0.07 0.000
C 0.387 4.848 0.578 -0.01 -0.15 -0.05 0.000
C 1.341 4.413 -0.332 0.16 -0.37 -0.09 0.000
I 1.276 2.419 -1.053 0.01 1.16 -0.35 -0.001
H 2.973 7.342 -0.817 -0.01 0.00 0.01 0.000
H 1.250 8.114 0.780 0.00 -0.01 0.02 0.000
H -0.399 6.500 1.685 0.00 -0.02 0.00 0.000
H -0.335 4.136 0.959 -0.02 0.03 0.01 0.000
C -2.898 -0.746 1.696 -0.01 0.00 -0.09 0.000
N -2.831 0.195 2.792 -0.23 -0.13 0.11 0.000
C -3.444 -0.304 4.013 -0.03 -0.02 -0.01 0.000
C -1.759 1.045 2.851 0.14 0.14 -0.01 0.000
N -0.772 0.902 2.026 0.06 0.34 0.56 0.000
N -1.851 2.015 3.837 0.08 -0.09 -0.01 0.000
C -0.662 2.763 4.204 -0.05 -0.11 -0.03 0.000
C -3.089 2.762 3.995 0.01 -0.01 -0.05 0.000
H -3.937 -1.031 1.545 -0.12 -0.01 -0.09 0.000
H -2.311 -1.648 1.895 -0.17 0.22 -0.06 0.000
H -2.514 -0.267 0.799 -0.08 -0.05 -0.07 0.000
H -3.055 -1.301 4.253 0.00 0.01 0.00 0.000
H -4.526 -0.386 3.883 0.01 0.00 0.00 0.000
H -3.240 0.353 4.852 0.02 0.00 -0.01 0.000
H -0.095 1.650 2.170 -0.10 0.21 -0.08 0.000
H 0.172 2.085 4.357 0.11 0.01 -0.03 0.000
H -0.865 3.279 5.143 0.02 0.00 -0.01 0.000
H -0.373 3.510 3.457 0.00 0.04 -0.04 0.000
H -3.910 2.234 3.520 -0.01 0.03 0.02 0.000
H -2.999 3.750 3.528 -0.02 0.00 0.00 0.000
H -3.315 2.905 5.054 -0.02 0.00 -0.01 0.000
Br -1.239 -3.898 0.569 0.05 -0.02 -0.13 0.026
C -0.574 -3.511 2.302 0.03 -0.08 0.24 0.002
C -0.502 -4.543 3.226 -0.03 0.01 0.06 0.001
C -0.035 -4.228 4.491 -0.03 0.06 -0.10 0.000
C 0.358 -2.925 4.762 0.02 -0.05 0.04 0.000
C 0.254 -1.981 3.756 -0.06 0.13 0.08 0.000
N -0.230 -2.265 2.544 0.24 -0.16 -0.17 0.000
H -0.806 -5.545 2.965 -0.01 0.01 -0.03 0.000
H 0.017 -4.995 5.253 0.05 0.00 0.00 0.000
H 0.744 -2.650 5.733 0.01 0.05 -0.02 0.000
H 0.559 -0.951 3.911 0.01 -0.02 0.02 0.000
```
Positions in Å, forces in eV/Å.



2.
This record from OMol25 describes a molecular structure, C40H42Br2N2OP2SScSeSi. The level of theory is ωB97M-V/def2-TZVPD.

Properties
E_LUMO in eV: -2.87
E_HOMO in eV: -10.29
Largest force on an atom in eV Å⁻¹: 0.59
Net charge: +1
DFT total energy in eV: -310612.6933

```
93
Properties=species:S:1:pos:R:3:forces:R:3:lowdin_charge:R:1
Sc -0.950 0.246 -1.294 -0.03 0.01 0.17 0.489
Br -4.446 3.536 0.181 0.04 0.02 0.01 0.820
C -4.708 1.757 -0.358 -0.15 -0.04 0.01 -0.601
C -6.024 1.246 -0.421 0.06 -0.02 0.00 -0.149
C -6.258 -0.037 -0.818 0.08 0.02 0.00 -0.622
Br -8.033 -0.671 -0.899 -0.03 -0.01 0.00 0.814
C -5.178 -0.891 -1.170 -0.09 -0.06 0.01 -0.175
C -5.302 -2.224 -1.619 -0.01 0.04 0.02 -0.001
C -4.185 -2.940 -1.948 0.06 0.01 0.02 -0.019
C -2.923 -2.340 -1.815 -0.02 -0.08 0.05 -0.111
N -2.770 -1.110 -1.382 0.05 0.23 0.06 0.017
C -3.878 -0.367 -1.079 0.02 -0.10 0.02 -0.145
C -3.628 0.979 -0.686 0.16 0.13 0.02 -0.380
O -2.365 1.391 -0.668 -0.33 0.15 0.03 -0.230
H -6.847 1.893 -0.153 0.00 0.00 0.00 0.102
H -6.287 -2.661 -1.708 0.00 0.00 0.00 0.089
H -4.255 -3.956 -2.307 0.00 0.00 0.00 0.117
H -2.022 -2.882 -2.077 0.00 0.00 0.00 0.123
C 3.538 0.273 6.340 -0.04 0.03 0.03 -0.419
S 4.854 -0.223 5.213 0.01 -0.04 0.03 0.810
C 3.880 -1.167 4.022 -0.04 -0.02 0.00 -0.518
C 3.059 -0.297 3.082 0.01 0.01 0.03 -0.255
C 2.280 -1.117 2.063 0.08 0.22 0.18 -0.251
N 1.425 -0.252 1.233 0.12 -0.33 -0.19 -0.456
P -0.245 -0.099 1.468 -0.13 -0.34 -0.41 0.978
C -0.501 0.442 3.169 0.03 0.01 -0.01 -0.344
C -0.672 1.802 3.416 -0.06 0.05 -0.03 -0.087
C -0.755 2.267 4.720 0.00 -0.02 0.02 -0.060
C -0.675 1.374 5.779 0.00 0.01 -0.02 -0.062
C -0.530 0.013 5.537 -0.01 0.00 0.01 -0.065
C -0.448 -0.455 4.236 0.02 -0.02 0.03 -0.087
C -0.943 -1.784 1.399 0.02 -0.02 0.24 -0.378
C -0.248 -2.851 0.837 0.00 -0.03 -0.07 -0.098
C -0.859 -4.094 0.701 0.00 0.04 -0.02 -0.069
C -2.168 -4.272 1.116 -0.03 0.01 0.00 -0.072
C -2.876 -3.205 1.662 -0.01 -0.04 -0.03 -0.066
C -2.270 -1.970 1.801 0.02 0.02 -0.01 -0.098
P 1.688 0.034 -0.460 -0.41 0.30 0.29 0.960
C 3.443 -0.225 -0.742 0.00 -0.09 0.00 -0.364
C 4.395 0.667 -0.247 0.01 0.02 0.01 -0.077
C 5.741 0.406 -0.434 0.02 -0.01 0.00 -0.057
C 6.139 -0.737 -1.120 -0.02 0.00 0.00 -0.058
C 5.196 -1.618 -1.626 0.01 0.02 0.01 -0.065
C 3.845 -1.363 -1.438 0.00 -0.03 -0.02 -0.091
C 1.422 1.845 -0.568 0.35 0.09 0.08 -0.414
C 1.348 2.417 -1.841 0.01 0.02 -0.03 -0.136
C 1.109 3.780 -1.985 0.00 -0.04 -0.01 -0.052
C 0.953 4.578 -0.865 0.00 0.00 0.05 -0.052
C 1.063 4.024 0.407 -0.03 0.04 -0.05 -0.056
C 1.298 2.670 0.555 0.03 -0.08 0.03 -0.108
H 4.011 0.737 7.203 0.01 0.01 -0.01 0.032
H 2.980 -0.600 6.682 0.01 -0.01 0.00 0.036
H 2.855 0.993 5.891 0.00 0.00 -0.02 0.023
H 3.234 -1.854 4.576 0.01 -0.02 -0.02 0.080
H 4.593 -1.778 3.465 0.02 0.03 -0.02 0.077
H 3.719 0.402 2.563 -0.01 0.00 -0.01 0.101
H 2.346 0.299 3.658 0.03 0.03 -0.01 0.094
H 1.650 -1.852 2.574 0.01 0.01 -0.01 0.107
H 2.964 -1.685 1.426 0.01 0.03 -0.02 0.115
H -0.758 2.496 2.587 0.01 -0.02 0.00 0.100
H -0.892 3.323 4.908 0.00 0.00 0.00 0.112
H -0.739 1.736 6.797 0.00 0.00 0.00 0.112
H -0.488 -0.684 6.363 0.00 0.00 0.01 0.112
H -0.351 -1.519 4.053 0.02 0.01 -0.02 0.111
H 0.778 -2.726 0.510 -0.01 0.00 0.02 0.092
H -0.304 -4.922 0.280 0.00 0.00 0.00 0.112
H -2.641 -5.241 1.021 0.00 0.00 -0.01 0.112
H -3.901 -3.341 1.980 0.00 0.00 0.01 0.115
H -2.830 -1.144 2.227 0.02 0.01 0.01 0.120
H 4.083 1.563 0.276 -0.01 0.00 -0.01 0.111
H 6.482 1.094 -0.052 0.00 0.00 0.00 0.113
H 7.193 -0.935 -1.265 0.00 0.00 0.00 0.113
H 5.509 -2.499 -2.169 0.00 0.00 0.00 0.111
H 3.102 -2.041 -1.841 -0.01 0.01 0.00 0.105
H 1.488 1.804 -2.721 -0.01 0.00 0.00 0.060
H 1.047 4.210 -2.975 0.00 0.00 0.00 0.115
H 0.756 5.636 -0.977 0.01 0.00 0.00 0.114
H 0.965 4.653 1.281 0.01 0.00 0.01 0.113
H 1.407 2.243 1.545 -0.02 0.01 -0.03 0.087
C 0.931 0.891 -6.496 0.03 0.01 0.01 -0.223
Si -0.814 0.631 -5.903 -0.05 0.07 0.01 0.165
C -1.850 2.173 -5.974 -0.01 0.02 -0.02 -0.221
C -1.627 -0.840 -6.698 -0.01 -0.03 0.02 -0.226
Se -0.632 0.086 -3.682 0.22 -0.24 -0.39 0.427
H 0.988 1.003 -7.581 -0.07 0.01 -0.01 0.038
H 1.547 0.037 -6.211 0.03 0.02 -0.01 0.030
H 1.355 1.789 -6.042 0.03 -0.03 0.01 0.029
H -2.012 2.523 -6.995 0.03 -0.04 -0.03 0.038
H -1.363 2.972 -5.413 -0.04 0.01 0.01 0.028
H -2.824 1.982 -5.520 0.00 0.04 0.01 0.033
H -1.710 -0.738 -7.782 0.02 0.07 0.00 0.038
H -2.630 -0.974 -6.290 0.01 -0.04 -0.01 0.032
H -1.046 -1.739 -6.486 -0.04 -0.02 -0.02 0.031
```
Positions in Å, forces in eV/Å.